88
Properties=species:S:1:pos:R:3 method="wB97M-V/def2-TZVPD" lumo_ev=-5.20 homo_lumo_gap_ev=8.267 charge=+2 de_lowest_kj_mol=0.0
Al 0.134 0.659 0.947
C -2.511 1.048 3.733
Si -2.047 0.570 1.976
C -2.368 -1.299 1.743
C -3.622 -1.796 2.107
C -3.881 -3.155 2.170
C -2.865 -4.067 1.918
C -1.615 -3.607 1.545
C -1.371 -2.236 1.413
P 0.275 -1.747 0.820
C 1.444 -2.343 2.082
C 1.007 -2.537 3.393
C 1.919 -2.859 4.387
C 3.269 -2.971 4.088
C 3.709 -2.759 2.788
C 2.804 -2.445 1.788
C 0.592 -2.536 -0.786
C 1.624 -1.953 -1.529
C 1.958 -2.439 -2.780
C 1.249 -3.506 -3.314
C 0.196 -4.061 -2.601
C -0.140 -3.579 -1.345
C -3.037 1.590 0.717
C -4.254 2.163 1.088
C -5.001 2.918 0.197
C -4.530 3.140 -1.090
C -3.320 2.594 -1.481
C -2.573 1.825 -0.587
P -1.044 1.041 -1.200
C -0.021 2.368 -1.907
C -0.139 3.694 -1.498
C 0.731 4.653 -2.003
C 1.720 4.297 -2.908
C 1.857 2.971 -3.298
C 1.000 2.007 -2.791
C -1.665 0.046 -2.584
C -1.650 0.501 -3.899
C -2.245 -0.261 -4.892
C -2.856 -1.467 -4.576
C -2.876 -1.916 -3.263
C -2.277 -1.165 -2.266
H -3.553 0.801 3.947
H -2.382 2.122 3.883
H -1.890 0.528 4.463
H -4.418 -1.106 2.366
H -4.866 -3.507 2.448
H -3.044 -5.130 2.015
H -0.807 -4.312 1.388
H -0.043 -2.453 3.639
H 1.576 -3.038 5.398
H 3.981 -3.229 4.860
H 4.762 -2.857 2.558
H 3.150 -2.316 0.767
H 2.152 -1.100 -1.111
H 2.765 -1.991 -3.345
H 1.514 -3.902 -4.285
H -0.370 -4.879 -3.027
H -0.981 -4.011 -0.825
H -4.629 2.018 2.095
H -5.951 3.332 0.508
H -5.105 3.732 -1.790
H -2.948 2.765 -2.484
H -0.924 3.987 -0.812
H 0.611 5.689 -1.709
H 2.374 5.051 -3.327
H 2.621 2.694 -4.014
H 1.092 0.970 -3.100
H -1.181 1.445 -4.145
H -2.235 0.096 -5.913
H -3.319 -2.055 -5.357
H -3.365 -2.848 -3.011
H -2.296 -1.504 -1.235
C 5.148 1.095 1.162
C 4.174 1.271 0.011
S 2.778 2.430 0.181
O 1.623 1.509 0.705
C 3.163 3.455 1.631
C 3.032 2.784 2.988
H 5.946 0.440 0.813
H 4.687 0.617 2.024
H 5.605 2.036 1.463
H 3.693 0.326 -0.248
H 4.684 1.645 -0.880
H 2.461 4.284 1.531
H 4.168 3.841 1.443
H 2.147 2.152 3.036
H 2.918 3.556 3.748
H 3.902 2.187 3.245